(A)
Density functional theory data (ωB97M-V with the def2-TZVPD basis set) for 18 unconnected molecules or ions with the total composition H36O18.

CARTESIAN COORDINATES (ANGSTROEM)
O -0.40663 -3.76523 -0.28201
H 0.33833 -4.27642 0.05663
H -0.88441 -4.41083 -0.81449
O 4.33595 -0.69677 -0.79505
H 4.17852 -0.38384 0.08349
H 5.05254 -0.33515 -1.34532
O -2.63263 -3.49277 -4.04279
H -2.09777 -3.08631 -4.70497
H -2.11255 -3.27951 -3.26755
O 2.09922 -2.79859 -3.37449
H 2.19936 -2.18757 -2.62253
H 1.13127 -2.96004 -3.32422
O -1.09746 0.99275 1.66115
H -0.80588 1.73964 2.13521
H -0.79771 0.10264 1.56666
O 2.32522 -0.67334 -4.74793
H 2.97390 -1.29639 -4.47645
H 2.68219 0.17842 -4.55866
O 4.13021 -1.81722 3.36532
H 3.78240 -2.19997 2.55019
H 4.98584 -2.08541 3.64688
O 1.27105 3.37141 0.31030
H 0.58645 2.71264 0.45331
H 0.77544 4.18343 0.05469
O -4.67060 1.02572 -1.24693
H -5.32137 1.05845 -0.48831
H -5.15690 0.66890 -1.97602
O 1.75453 5.16766 2.45062
H 2.56013 5.18444 1.88047
H 1.26017 4.57281 1.83604
O -3.63915 2.02591 1.36692
H -3.65798 1.07595 1.50321
H -3.16450 1.99580 0.49858
O -1.64122 -5.70789 1.95100
H -2.00394 -4.91146 2.30506
H -0.75184 -5.37344 1.69352
O -0.06404 -3.37532 -5.46826
H 0.16414 -2.52845 -4.90297
H 0.65365 -4.00386 -5.17823
O -1.59272 1.10941 -1.15001
H -2.45289 1.25404 -1.53444
H -1.66028 1.24984 -0.17331
O -2.32251 0.10476 4.08675
H -2.23152 0.28910 5.04173
H -1.40716 -0.08522 3.76503
O 2.82412 2.50075 4.70412
H 2.59390 3.23699 4.07971
H 3.72633 2.47862 4.34796
O 0.65726 3.16917 -2.55848
H 1.08382 2.29364 -2.39633
H -0.15485 2.80372 -2.89131
O -1.56121 2.99624 3.67246
H -2.46982 2.81082 3.35183
H -1.74613 2.50143 4.46574

Calculated values
Net charge: 0
HOMO level in eV: -11.12
LUMO in eV: -0.5
Orbital gap in eV: 10.618

Results of the Mulliken charge analysis, in e, for atoms 1 through 8: -0.681, 0.312, 0.357, -0.617, 0.318, 0.312, -0.616, 0.325

=====

(B)
Density functional theory data (ωB97M-V with the def2-TZVPD basis set) for 18 unconnected molecules or ions with the total composition H36O18.

CARTESIAN COORDINATES (ANGSTROEM)
O 1.87247 0.98888 5.89730
H 2.45388 1.17585 5.16566
H 2.11726 0.18429 6.23436
O -1.55155 4.68923 -3.41069
H -1.43486 5.65791 -3.20487
H -2.23480 4.60432 -4.05479
O -3.79508 1.90564 -0.83736
H -4.04866 0.88298 -0.65233
H -3.96084 2.03400 -1.76975
O -0.79196 1.04182 -1.21609
H -1.16490 1.84639 -1.63179
H -1.32435 0.53692 -0.75825
O -2.65197 -0.26828 3.58455
H -2.99692 0.51739 3.17067
H -3.23037 -0.94837 3.01049
O -0.54268 0.20111 -4.63747
H 0.22647 0.65952 -4.49964
H -0.55120 -0.51449 -3.87441
O 1.51266 0.13854 1.09165
H 1.12986 0.97949 1.48637
H 2.20715 -0.04643 1.57798
O -4.02979 -1.69212 0.44717
H -4.06905 -2.55499 1.01971
H -4.48005 -1.05278 1.02570
O 1.45547 -4.70799 -1.40742
H 0.66663 -4.44844 -1.04049
H 1.90065 -4.98864 -0.61320
O 3.92738 -1.41502 -0.41755
H 3.35430 -0.68472 -0.50202
H 4.24797 -2.09668 -0.97702
O -0.48862 4.23131 1.40626
H -0.92186 4.50072 0.58533
H -0.70431 3.41012 1.23006
O 1.67847 -2.33977 0.98622
H 2.65514 -2.31872 0.69662
H 1.41056 -1.53373 0.60908
O -0.53412 -4.37258 1.88590
H 0.19177 -3.76566 1.59957
H -0.63343 -4.96852 1.14914
O 4.55500 -0.85492 2.27632
H 4.82542 -1.25797 1.42820
H 5.30588 -0.56269 2.66156
O -3.73050 -3.67915 2.18800
H -2.85513 -3.53211 2.55444
H -3.88587 -4.67263 2.06405
O 2.53164 0.40179 -1.38299
H 2.74853 0.67289 -2.30911
H 1.58128 0.77134 -1.29828
O 2.85474 1.66011 -3.98182
H 1.89810 1.56426 -4.09444
H 3.04113 2.58172 -4.24583
O -1.85596 3.49356 -1.18194
H -1.45615 3.70900 -2.04981
H -2.42481 4.23628 -0.98300

Calculated values
Net charge: 0
HOMO level in eV: -10.30
LUMO in eV: -0.4
Orbital gap in eV: 9.915

Results of the Mulliken charge analysis, in e, for atoms 1 through 8: -0.608, 0.308, 0.299, -0.677, 0.334, 0.317, -0.595, 0.313

=====

Best to worst by energy: (A), (B).

=====

(A)
Density functional theory data (ωB97M-V with the def2-TZVPD basis set) for a gas-phase ion, C2H5N4 (charge +1).

CARTESIAN COORDINATES (ANGSTROEM)
C -1.04573 -0.80392 -0.29479
C 0.54008 1.07831 -0.38779
N 1.43758 0.51279 0.51059
N 1.20059 -0.53967 1.18143
N 0.41994 -1.46333 1.09225
N -0.70167 0.37866 -0.64328
H -1.86295 -1.52559 -0.53204
H 0.36236 2.14420 0.01757
H 0.98053 1.22234 -1.51593
H -0.03976 -1.91550 1.89261
H -1.29098 0.91172 -1.32062

Calculated values
Net charge: +1
HOMO level (alpha / beta) in eV: -13.94 / -13.94
LUMO (alpha / beta) in eV: -5.5 / -5.5
Orbital gap (alpha / beta) in eV: 8.455 / 8.457

Results of the Mulliken charge analysis, in e, for atoms 1 through 8: 0.029, -0.323, -0.240, 0.149, -0.157, -0.122, 0.384, 0.321

=====

(B)
Density functional theory data (ωB97M-V with the def2-TZVPD basis set) for a gas-phase ion, C2H5N4 (charge +1).

CARTESIAN COORDINATES (ANGSTROEM)
C -0.50788 -0.63058 0.70024
N 0.18577 -0.48881 -0.40062
C 0.48941 0.82059 -0.95024
N 0.89945 1.64357 0.17446
N 0.30138 1.57094 1.21909
N -0.67069 0.75637 1.56415
H -0.48439 -1.56122 1.31240
H 0.84955 -1.15048 -0.79045
H -0.29577 1.24661 -1.49237
H 1.11561 0.67291 -1.75744
H -1.00029 0.50628 2.47513

Calculated values
Net charge: +1
SMILES: C1=[NH+]CN=NN1
HOMO level (alpha / beta) in eV: -14.58 / -14.58
LUMO (alpha / beta) in eV: -5.9 / -5.9
Orbital gap (alpha / beta) in eV: 8.692 / 8.691

Results of the Mulliken charge analysis, in e, for atoms 1 through 8: 0.027, -0.067, -0.498, -0.120, -0.073, -0.016, 0.334, 0.326

=====

Best to worst by energy: (B), (A).

=====

(A)
Density functional theory data (ωB97M-V with the def2-TZVPD basis set) for a gas-phase ion, C4H10N3S (charge +1).

CARTESIAN COORDINATES (ANGSTROEM)
C 0.81249 0.53088 -1.01735
N -0.50584 0.65305 -0.34643
C -1.34685 1.86102 -0.54851
C -0.83370 0.01956 0.78734
S -2.13103 0.00258 1.82871
C 0.17251 -1.28212 1.00992
N 1.03119 -1.25944 1.97557
N -0.24902 -2.35876 0.36305
H 0.81371 -0.31102 -1.71023
H 1.04370 1.43128 -1.52171
H 1.58579 0.45179 -0.15449
H -1.39218 2.35382 0.34991
H -0.83614 2.53302 -1.31787
H -2.38806 1.43091 -0.82392
H 1.63664 -0.42557 2.15115
H 1.26186 -2.04768 2.54734
H -0.73142 -2.14651 -0.44727
H -0.40053 -3.25532 0.79793

Calculated values
Net charge: +1
SMILES: CN(C)C(=S)C(N)=[NH2+]
HOMO level in eV: -12.88
LUMO in eV: -4.2
Orbital gap in eV: 8.719

Results of the Mulliken charge analysis, in e, for atoms 1 through 8: -0.791, 0.084, -0.923, 0.345, -0.153, -0.051, -0.215, -0.273

=====

(B)
Density functional theory data (ωB97M-V with the def2-TZVPD basis set) for a gas-phase ion, C4H10N3S (charge +1).

CARTESIAN COORDINATES (ANGSTROEM)
C 1.79707 -0.84263 -0.87980
C 0.73018 -0.67221 0.14241
N 1.31052 0.16286 1.13601
N 0.63423 1.09720 1.46747
C -0.63645 1.22481 0.83450
S -0.59558 2.77443 -0.12101
C -0.64100 0.02590 -0.15094
N -1.84113 -0.89152 -0.05364
H 2.01255 0.01661 -1.39344
H 1.67108 -1.66607 -1.56207
H 2.68545 -1.01673 -0.29544
H 0.43434 -1.72357 0.54998
H -1.33188 1.36427 1.68970
H 0.55857 3.03938 0.17162
H -0.43578 0.25984 -1.20401
H -2.26705 -1.02049 0.94451
H -1.46832 -1.67487 -0.64321
H -2.61679 -0.45720 -0.63262

Calculated values
Net charge: +1
SMILES: C[C@H]1N=N[C@@H](S)[C@@H]1[NH3+]
HOMO level in eV: -13.31
LUMO in eV: -4.2
Orbital gap in eV: 9.100

Results of the Mulliken charge analysis, in e, for atoms 1 through 8: -1.676, 0.322, -0.268, -0.333, -0.159, -0.165, -0.289, -0.299

=====

Best to worst by energy: (A), (B).